[1]
Here is a single C3HNO3 molecule from OMol25. Energies are from wB97M-V/def2-TZVPD.

Each line ends with the Löwdin charge.
Geometry (Å):
C 1.06 0.84 0.31  -0.33
C 0.10 0.40 1.29  -0.32
C -0.73 -0.82 -1.10  -0.21
N 0.13 -0.18 0.01  0.20
O 1.98 1.47 -0.04  0.19
O -0.40 0.33 2.37  0.14
O -0.30 -0.93 -2.16  0.14
H -1.83 -1.12 -0.68  0.18

## Properties
Relative energy (zero: lowest compared OMol25 entry of this formula, charge and spin) in kJ/mol: 172.0
Highest occupied orbital energy in eV: -10.26
LUMO level in eV: -0.730
M in g mol⁻¹: 99.05
Orbital gap in eV: 9.53
SMILES: O=Cn1c(=O)c1=O

=====

[2]
Here is a single C3HNOS molecule from OMol25. Energies are from wB97M-V/def2-TZVPD.

Each line ends with the Löwdin charge.
Geometry (Å):
C -0.74 0.75 0.34  -0.57
C -0.18 -0.57 0.10  -0.43
C 1.43 -0.68 -0.02  -0.10
H -1.79 0.67 0.13  0.04
N 2.50 -0.92 -0.41  0.15
O -0.96 -1.49 0.00  0.13
S -0.27 2.25 -0.13  0.78

## Properties
Relative energy (zero: lowest compared OMol25 entry of this formula, charge and spin) in kJ/mol: 108.3
Highest occupied orbital energy in eV: -10.11
LUMO level in eV: -2.738
M in g mol⁻¹: 99.11
Orbital gap in eV: 7.37
SMILES: N#CC(=O)C=S

=====

[3]
Here is a single C3HNOS2 molecule from OMol25. Energies are from wB97M-V/def2-TZVPD.

Each line ends with the Löwdin charge.
Geometry (Å):
C 0.28 -0.60 1.00  -0.63
C 0.38 0.20 -1.40  -0.40
C -0.69 0.47 0.49  -0.89
H 0.58 0.32 -2.51  0.10
N -0.52 1.01 -0.75  0.00
O 0.49 -1.10 2.08  0.03
S 1.25 -1.08 -0.55  0.95
S -1.77 0.78 1.64  0.84

## Properties
Relative energy (zero: lowest compared OMol25 entry of this formula, charge and spin) in kJ/mol: 95.6
Highest occupied orbital energy in eV: -9.32
LUMO level in eV: -2.047
M in g mol⁻¹: 131.18
Orbital gap in eV: 7.27
SMILES: O=C1SC=NC1=S

=====

[4]
Here is a molecular structure, C3HO2Pt from OMol25. Energies are from wB97M-V/def2-TZVPD.

Each line ends with the Löwdin spin population.
Geometry (Å):
C -0.05 0.99 -0.98  0.15
H -0.57 1.59 -1.72  0.01
C 0.56 0.50 -0.03  0.02
O 0.78 -1.72 -0.53  0.11
C 0.60 -0.94 0.42  -0.01
Pt -1.10 0.66 1.45  1.33
O -0.22 -1.09 1.39  0.38

## Properties
Relative energy (zero: lowest compared OMol25 entry of this formula, charge and spin) in kJ/mol: 0.0
Net charge: +1
Highest occupied orbital energy (alpha / beta) in eV: -15.56 / -15.79
LUMO level (alpha / beta) in eV: -7.482 / -9.122
⟨S²⟩: 2.017
M in g mol⁻¹: 264.12
Orbital gap (alpha / beta) in eV: 8.08 / 6.67
Multiplicity: 3

=====

[5]
Here is a gas-phase ion, C3HO2S3 (charge -1) from OMol25. Energies are from wB97M-V/def2-TZVPD.

Each line ends with the Löwdin charge.
Geometry (Å):
C -2.04 -0.76 -0.05  -0.85
C 1.49 1.41 -0.17  -0.85
C -0.79 -0.55 0.35  -1.19
O 2.00 0.41 -0.59  -0.06
O 1.62 2.61 -0.16  -0.05
S -3.53 -0.75 -0.38  0.68
S -0.26 0.99 0.89  0.76
S 0.26 -1.93 0.46  0.69
H 1.24 -1.43 -0.35  -0.13

## Properties
Relative energy (zero: lowest compared OMol25 entry of this formula, charge and spin) in kJ/mol: 10.3
Net charge: -1
Highest occupied orbital energy in eV: -3.85
LUMO level in eV: 2.993
M in g mol⁻¹: 165.24
Orbital gap in eV: 6.84
SMILES: O=C([O-])SC(S)=C=S

=====

[6]
Here is a molecular structure, C3HO2Tl from OMol25. Energies are from wB97M-V/def2-TZVPD.

Each line ends with the Löwdin charge.
Geometry (Å):
O -1.17 0.18 -0.87  0.06
O -0.76 -0.68 1.09  0.05
C -0.33 -0.18 0.00  -0.58
Tl -2.57 -0.62 0.30  1.85
C 2.05 0.39 0.61  0.42
C 1.10 0.07 -0.19  -0.04
H 1.68 0.85 -0.94  0.24

## Properties
Relative energy (zero: lowest compared OMol25 entry of this formula, charge and spin) in kJ/mol: 294.5
Net charge: +2
Highest occupied orbital energy (alpha / beta) in eV: -20.09 / -20.64
LUMO level (alpha / beta) in eV: -16.042 / -15.795
M in g mol⁻¹: 273.42
Orbital gap (alpha / beta) in eV: 4.05 / 4.85